Model i:
Below is the ion C5H11N2 with charge +1, with properties calculated with the ωB97M-V functional and the def2-TZVPD basis.

Structure (ORCA input):
```
! wB97M-V def2-TZVPD RIJCOSX def2/J DEFGRID3
* xyz 1 1
C -0.33243 1.34317 -0.49516
C -0.41391 -1.29869 -0.55111
C 1.08888 1.21268 0.12652
C 1.03387 -1.25156 -0.06115
C -0.98712 0.02746 -0.01488
N -2.06834 0.01133 0.60833
N 1.13886 -0.07118 0.83086
H -0.78777 2.20835 -0.19373
H -0.32656 1.41500 -1.53261
H -0.61470 -1.37503 -1.60773
H -0.91270 -2.07830 -0.11466
H 1.87836 1.56172 -0.50946
H 1.17553 2.00401 0.90282
H 1.26036 -2.29884 0.34200
H 1.80355 -1.36855 -0.85948
H -2.52977 0.86665 0.91445
H -2.37301 -0.94631 0.86749
H 1.96691 0.03809 1.34749
*
```

Results
SMILES string ... [NH2+]=C1CCNCC1
E_HOMO ... -13.7 eV
E_LUMO ... -3.685 eV
Kohn-Sham gap ... 10.05 eV

Model ii:
Below is the ion C5H11N2 with charge +1, with properties calculated with the ωB97M-V functional and the def2-TZVPD basis.

Structure (ORCA input):
```
! wB97M-V def2-TZVPD RIJCOSX def2/J DEFGRID3
* xyz 1 1
C 0.55742 -1.17543 0.28342
C 1.86992 -0.52874 -0.29702
C -0.58942 -0.84868 -0.49923
C -1.46237 0.15748 -0.02103
C -1.86498 1.54805 0.20010
N 1.83432 0.96107 0.02509
N -1.84855 -0.96221 0.34083
H 0.61399 -2.22884 0.22126
H 0.40937 -0.86064 1.29361
H 2.79322 -1.09251 0.13141
H 1.98571 -0.52229 -1.45155
H -0.80146 -1.05359 -1.52581
H -0.92323 2.09246 0.21408
H -2.53703 1.63163 1.00991
H -2.16849 2.05516 -0.74971
H 2.19779 1.45143 -0.70546
H 2.43428 1.03374 0.92381
H -2.50048 -1.65809 0.60631
*
```

Results
SMILES string ... CC1=[NH+][C@@H]1CCN
E_HOMO ... -13.4 eV
E_LUMO ... -4.211 eV
Kohn-Sham gap ... 9.20 eV

Sorted by energy, starting with the most stable: model i, model ii.